#w
{
  "formula": "C5H12",
  "method": "ωB97M-V/def2-TZVPD",
  "orbital_gap_ev": 11.4,
  "e_lumo_ev": 1.1,
  "smiles": "C=C.CCC",
  "species": ["C", "C", "H", "H", "H", "H", "C", "C", "C", "H", "H", "H", "H", "H", "H", "H", "H"],
  "coordinates": [[3.523, -1.075, -2.970], [2.457, -0.334, -2.772], [3.644, -2.138, -2.784], [4.483, -0.652, -3.242], [1.438, -0.570, -2.501], [2.592, 0.739, -2.884], [-0.810, 0.873, 1.123], [-1.831, 0.778, 2.257], [-2.880, -0.318, 1.986], [0.227, 0.622, 1.342], [-0.773, 1.913, 0.790], [-1.116, 0.269, 0.273], [-2.376, 1.708, 2.443], [-1.377, 0.561, 3.220], [-3.489, -0.089, 1.114], [-2.374, -1.274, 1.900], [-3.672, -0.317, 2.746]],
  "mulliken_charge": [-0.4299, -0.4211, 0.2311, 0.2001, 0.2402, 0.1795, -0.9966, -0.1815, -1.2677, 0.3006, 0.2807, 0.2953, 0.2700, 0.2753, 0.3443, 0.3303, 0.3495]
}



#x
{
  "formula": "C5H12",
  "method": "ωB97M-V/def2-TZVPD",
  "orbital_gap_ev": 10.7,
  "e_lumo_ev": 1.3,
  "smiles": "C=CC.CC",
  "species": ["C", "C", "C", "H", "H", "H", "H", "H", "H", "C", "C", "H", "H", "H", "H", "H", "H"],
  "coordinates": [[-1.705, 0.490, -3.456], [-2.436, 1.567, -3.158], [-2.414, 2.974, -3.712], [-1.911, -0.448, -2.965], [-0.703, 0.650, -3.853], [-3.154, 1.431, -2.347], [-3.192, 3.044, -4.482], [-1.439, 3.366, -3.977], [-2.920, 3.545, -2.930], [3.132, -2.806, 5.150], [2.726, -1.814, 4.051], [2.538, -2.663, 6.043], [2.912, -3.827, 4.830], [4.202, -2.910, 5.305], [1.878, -2.095, 3.430], [3.554, -1.527, 3.403], [2.445, -0.865, 4.512]],
  "mulliken_charge": [-0.7023, -0.0408, -0.8888, 0.2634, 0.2559, 0.2729, 0.2507, 0.3121, 0.2768, -0.7936, -0.7959, 0.2624, 0.2563, 0.2785, 0.2699, 0.2747, 0.2476]
}



Which of them is the least stable? Correct choice: #x.



#w
{
  "formula": "C5H12",
  "method": "ωB97M-V/def2-TZVPD",
  "orbital_gap_ev": 11.1,
  "e_lumo_ev": 1.0,
  "smiles": "C=C.CCC",
  "species": ["C", "C", "H", "H", "H", "H", "C", "C", "C", "H", "H", "H", "H", "H", "H", "H", "H"],
  "coordinates": [[1.495, -1.210, -3.394], [2.370, -1.015, -4.377], [1.557, -2.124, -2.813], [0.687, -0.569, -3.070], [3.232, -1.662, -4.320], [2.338, -0.241, -5.126], [-1.303, -0.604, 2.100], [-1.545, 0.850, 2.478], [-0.453, 1.742, 1.832], [-2.146, -1.176, 2.512], [-0.336, -0.923, 2.495], [-1.372, -0.791, 1.026], [-1.497, 0.942, 3.566], [-2.563, 1.156, 2.214], [0.533, 1.394, 2.171], [-0.552, 1.406, 0.793], [-0.445, 2.823, 1.915]],
  "mulliken_charge": [-0.4439, -0.4274, 0.1856, 0.2366, 0.1977, 0.2507, -1.0722, -0.2329, -0.9982, 0.2863, 0.3148, 0.3208, 0.2651, 0.2948, 0.2780, 0.2252, 0.3188]
}



#x
{
  "formula": "C5H12",
  "method": "ωB97M-V/def2-TZVPD",
  "orbital_gap_ev": 8.8,
  "e_lumo_ev": 0.5,
  "species": ["C", "C", "C", "C", "C", "H", "H", "H", "H", "H", "H", "H", "H", "H", "H", "H", "H"],
  "coordinates": [[-2.396, 0.117, 0.179], [-1.117, -0.278, 0.800], [2.408, 0.787, 0.057], [2.036, -0.697, 0.339], [-1.511, -0.124, -1.085], [-0.864, 0.732, -1.315], [-3.245, -0.538, 0.162], [-0.800, 0.663, 1.302], [1.499, 1.310, -0.186], [2.833, 1.165, 0.983], [3.087, 0.863, -0.785], [1.634, -0.825, 1.328], [1.297, -0.966, -0.408], [2.892, -1.323, 0.071], [-2.673, 1.155, 0.306], [-0.995, -1.072, -1.218], [-2.105, -0.114, -2.004]],
  "mulliken_charge": [-0.2970, -0.3821, -0.7634, -0.7140, -0.9779, 0.2721, 0.2876, 0.0756, 0.1969, 0.2510, 0.3167, 0.3092, 0.0769, 0.3508, 0.2459, 0.3027, 0.4489]
}



#y
{
  "formula": "C5H12",
  "method": "ωB97M-V/def2-TZVPD",
  "orbital_gap_ev": 11.5,
  "e_lumo_ev": 1.2,
  "smiles": "CCCCC",
  "species": ["C", "C", "C", "C", "C", "H", "H", "H", "H", "H", "H", "H", "H", "H", "H", "H", "H"],
  "coordinates": [[0.379, -0.507, 2.144], [-0.414, -1.162, 0.890], [0.231, -0.721, -0.486], [0.230, 0.840, -0.681], [-0.554, 1.265, -1.888], [0.464, 0.516, 1.778], [-0.012, -0.392, 3.167], [1.273, -1.113, 2.306], [-0.010, -2.177, 1.066], [-1.495, -1.051, 0.785], [1.282, -0.954, -0.364], [-0.306, -1.176, -1.318], [-0.060, 1.374, 0.240], [1.289, 1.050, -0.880], [-1.635, 1.305, -1.810], [-0.268, 2.301, -2.210], [-0.395, 0.603, -2.739]],
  "mulliken_charge": [-0.8786, -0.5830, -0.6102, -0.1396, -1.3594, 0.1923, 0.3218, 0.2737, 0.2672, 0.3498, 0.3037, 0.3738, 0.2699, 0.1912, 0.3409, 0.3164, 0.3701]
}



Which of them is the least stable? Correct choice: #x.



#w
{
  "formula": "C3H6N2O2S",
  "method": "ωB97M-V/def2-TZVPD",
  "orbital_gap_ev": 10.1,
  "e_lumo_ev": 0.7,
  "smiles": "[H]/N=C(\\NSC)OC=O",
  "species": ["H", "N", "C", "N", "S", "C", "O", "C", "O", "H", "H", "H", "H", "H"],
  "coordinates": [[-0.036, 0.278, 2.971], [-0.684, 0.780, 2.353], [-0.216, 0.871, 1.176], [1.016, 0.452, 0.704], [1.495, 0.353, -0.918], [1.041, -1.347, -1.352], [-0.955, 1.559, 0.245], [-1.821, 0.841, -0.512], [-1.937, -0.348, -0.500], [1.660, 0.085, 1.378], [1.626, -2.071, -0.783], [-0.044, -1.519, -1.174], [1.254, -1.453, -2.433], [-2.398, 1.518, -1.154]],
  "mulliken_charge": [0.2119, -0.6741, 0.8032, -0.2792, -0.0494, -0.6638, -0.3424, 0.0951, -0.4704, 0.2177, 0.2583, 0.2279, 0.2922, 0.3728]
}



#x
{
  "formula": "C3H6N2O2S",
  "method": "ωB97M-V/def2-TZVPD",
  "orbital_gap_ev": 9.2,
  "e_lumo_ev": 0.4,
  "smiles": "N/N=C(/CO)SC=O",
  "species": ["N", "N", "C", "C", "O", "S", "C", "O", "H", "H", "H", "H", "H", "H"],
  "coordinates": [[1.583, 0.108, -1.726], [0.713, -0.615, -1.445], [0.146, -0.729, -0.257], [-0.805, -1.613, 0.461], [-1.702, -0.737, 1.131], [0.769, 0.517, 1.013], [-0.320, 1.796, 0.987], [-1.575, 1.923, 0.632], [2.190, 0.083, -2.761], [1.833, 1.004, -1.189], [-0.183, -2.122, 1.253], [-1.055, -2.512, -0.361], [-1.691, 0.129, 0.732], [0.098, 2.769, 1.528]],
  "mulliken_charge": [-0.3597, -0.3452, 0.2594, -0.0575, -0.4905, -0.1941, 0.2164, -0.5855, 0.2672, 0.2052, 0.2319, 0.2090, 0.3735, 0.2699]
}



#y
{
  "formula": "C3H6N2O2S",
  "method": "ωB97M-V/def2-TZVPD",
  "orbital_gap_ev": 9.0,
  "e_lumo_ev": 0.1,
  "smiles": "[H]/N=C(\\C=[N+](\\[O-])O)SC",
  "species": ["H", "N", "C", "C", "N", "O", "O", "S", "C", "H", "H", "H", "H", "H"],
  "coordinates": [[0.092, -0.640, 2.038], [0.650, -0.421, 1.139], [0.027, -0.590, 0.075], [-1.387, -0.714, -0.472], [-2.186, 0.212, -0.256], [-3.317, 0.334, -0.699], [-1.860, 1.039, 0.878], [1.120, -0.323, -1.308], [2.577, 0.108, -0.408], [-1.456, -1.172, -1.470], [-2.700, 1.373, 1.204], [2.478, -0.305, 0.619], [2.589, 1.148, -0.267], [3.372, -0.050, -1.076]],
  "mulliken_charge": [0.2431, -0.6283, 0.6626, -0.5714, 0.7960, -0.6865, -0.4615, -0.1012, -0.8805, 0.3408, 0.3519, 0.2703, 0.2994, 0.3652]
}



#z
{
  "formula": "C3H6N2O2S",
  "method": "ωB97M-V/def2-TZVPD",
  "orbital_gap_ev": 9.0,
  "e_lumo_ev": 0.6,
  "smiles": "O/N=C/CC(=S)NO",
  "species": ["O", "N", "C", "C", "C", "S", "N", "O", "H", "H", "H", "H", "H", "H"],
  "coordinates": [[-2.812, 0.199, -0.711], [-1.567, 0.057, -0.214], [-0.755, 1.003, -0.569], [0.631, 0.996, 0.119], [1.549, -0.309, -0.206], [2.802, -0.283, -1.298], [1.307, -1.344, 0.562], [0.124, -1.255, 1.345], [-3.186, -0.575, -0.427], [-1.225, 1.927, -1.017], [0.507, 1.060, 1.154], [1.256, 1.903, -0.155], [1.955, -2.202, 0.724], [-0.587, -1.177, 0.694]],
  "mulliken_charge": [-0.4043, -0.2897, -0.0331, -0.7377, 0.1830, -0.3698, -0.0821, -0.4351, 0.3368, 0.3875, 0.3395, 0.3140, 0.2714, 0.5195]
}



Which of them is the least stable? Correct choice: #y.



#w
{
  "formula": "CH5BrP2",
  "method": "ωB97M-V/def2-TZVPD",
  "orbital_gap_ev": 7.8,
  "e_lumo_ev": -0.8,
  "species": ["C", "P", "P", "Br", "H", "H", "H", "H", "H"],
  "coordinates": [[1.372, -0.402, 0.150], [-1.185, -0.705, -0.337], [-1.702, 1.311, -0.986], [-0.488, 1.655, -2.804], [1.701, -1.466, 0.188], [1.536, 0.084, 1.128], [1.935, 0.139, -0.507], [-1.615, -0.325, 1.029], [-3.088, 1.028, -1.731]],
  "mulliken_charge": [-0.9037, -0.0190, -0.0108, -0.1515, 0.2787, 0.2915, 0.3264, 0.0869, 0.1015]
}



#x
{
  "formula": "CH5BrP2",
  "method": "ωB97M-V/def2-TZVPD",
  "orbital_gap_ev": [7.8, 7.7],
  "e_lumo_ev": [-1.0, -0.7],
  "species": ["C", "P", "P", "Br", "H", "H", "H", "H", "H"],
  "coordinates": [[-1.393, 0.923, -0.182], [1.531, -1.603, -0.068], [1.285, 0.400, 0.815], [-2.533, -0.534, 0.052], [-1.868, 1.710, 0.401], [-0.991, 1.267, -1.221], [0.832, -0.988, -1.167], [2.808, -1.227, -0.579], [0.330, 0.050, 1.949]],
  "mulliken_charge": [-0.7179, -0.1057, -0.0187, -0.0344, 0.3306, 0.3405, 0.0674, 0.0743, 0.0639]
}



Which of them is the least stable? Correct choice: #x.